Record 1
19
Properties=species:S:1:pos:R:3 method="wB97M-V/def2-TZVPD" multiplicity=1 smiles="COC(=O)C[C@@H](O)C(N)=O" homo_ev=-10.126
C -3.8558 -0.2136 0.4118
O -2.5009 -0.6500 0.4918
C -1.6279 -0.1042 -0.3447
O -1.9337 0.6779 -1.2154
C -0.2339 -0.6276 -0.1005
C 0.8040 0.4912 -0.1277
O 0.4884 1.4851 0.8080
C 2.1767 -0.0848 0.2178
N 2.7784 -0.8833 -0.6668
O 2.9803 0.6167 0.8691
H -4.4022 -0.7897 1.1635
H -3.9233 0.8590 0.6315
H -4.2617 -0.4125 -0.5879
H -0.2043 -1.1572 0.8600
H -0.0331 -1.3649 -0.8934
H 0.8343 0.9319 -1.1374
H 1.2314 2.1076 0.8029
H 2.3888 -1.8076 -0.7987
H 3.8379 -0.5394 -0.5831



Record 2
19
Properties=species:S:1:pos:R:3 method="wB97M-V/def2-TZVPD" multiplicity=1 smiles="C[NH2+]/C(=C/[O-])OC.O=C=O" homo_ev=-7.796
C -1.6052 -1.1655 0.2281
N -0.1286 -1.2354 0.2201
C 0.5416 0.1765 0.3869
C 0.1421 0.7877 1.5523
O 0.2290 1.9510 1.9471
O 0.6582 0.9369 -0.8827
C -0.3393 1.9144 -0.9560
H -1.9907 -1.2904 1.2769
H -1.8926 -0.2707 -0.3847
H -2.0383 -2.0158 -0.4180
H 0.1404 -1.7096 0.9886
H 0.1141 -1.6014 -0.7191
H -0.1693 0.1055 2.3251
H -0.1213 2.6401 -1.7628
H -0.5804 2.3555 -0.0042
H -1.2585 1.3211 -1.4346
O 3.5168 -0.2388 -0.3268
C 2.7299 -0.9354 -0.7690
O 2.0521 -1.7257 -1.2673



Record 3
19
Properties=species:S:1:pos:R:3 method="wB97M-V/def2-TZVPD" multiplicity=1 homo_ev=-9.835
C -1.3082 -1.8913 0.9224
C -1.1197 -0.5668 0.1934
N 0.0404 0.1555 0.6949
C 0.2325 1.2019 -0.0052
C 1.2476 2.2577 0.3214
O 1.6477 2.2487 1.6564
O 0.0600 1.0098 -1.3455
C -0.8838 -0.7528 -1.3015
O -1.7139 -1.0935 -2.1015
H -0.4142 -2.5154 0.7961
H -1.4918 -1.6992 1.9868
H -2.1716 -2.4219 0.5014
H -2.0665 -0.0026 0.2632
H 2.1181 2.1280 -0.3422
H 0.7982 3.2286 0.0609
H 1.7095 1.3445 1.9813
O 0.8815 -1.3097 -1.6935
H 1.1005 0.0989 -1.7505
H 1.3337 -1.4203 -0.8382



How do the records compare in energy relative to the best compared isomer or geometry (same formula, charge and spin)? In the order shown, they have 1.790 4.641 5.089 eV.